C30H47Br20O3P as an isolated structure at a distorted geometry. Source: OMol25; level of theory: wB97M-V/def2-TZVPD.

Cartesian coordinates (Å):
1 O 4.15 -3.14 1.67
2 P 2.96 -2.79 0.64
3 C 2.22 -1.10 1.12
4 C 3.30 0.18 1.24
5 C 2.83 1.70 1.67
6 C 1.22 1.89 1.99
7 C 0.14 0.63 1.86
8 C 0.62 -0.89 1.40
9 C -0.53 -2.05 1.27
10 O -0.45 -3.17 0.54
11 C -1.96 -1.77 2.07
12 C -2.42 -0.42 2.50
13 C -1.47 0.92 2.21
14 O -2.02 2.13 2.25
15 H 2.05 -3.90 0.72
16 H 3.53 -2.72 -0.70
17 H 4.45 0.02 1.01
18 H 3.58 2.59 1.73
19 H 0.88 2.99 2.32
20 H -2.68 -2.70 2.29
21 H -3.47 -0.34 3.04
22 Br 8.45 -1.75 -1.89
23 C 7.88 -1.43 -0.05
24 C 7.13 -2.61 0.51
25 Br 5.30 -2.68 -0.18
26 H 7.29 -0.50 -0.06
27 H 8.80 -1.26 0.51
28 H 7.02 -2.52 1.60
29 H 7.59 -3.57 0.28
30 Br -5.98 0.00 2.15
31 C -6.12 -1.70 1.20
32 C -6.77 -2.76 2.06
33 Br -5.52 -3.46 3.39
34 H -5.11 -1.97 0.87
35 H -6.74 -1.49 0.32
36 H -7.06 -3.63 1.46
37 H -7.64 -2.40 2.61
38 Br 3.90 1.65 -0.78
39 C 5.34 2.88 -1.23
40 C 6.00 2.49 -2.53
41 Br 7.20 0.97 -2.29
42 H 6.03 2.89 -0.38
43 H 4.87 3.86 -1.32
44 H 6.64 3.30 -2.90
45 H 5.29 2.22 -3.32
46 Br -2.93 7.37 1.66
47 C -3.91 6.09 0.55
48 C -3.02 4.95 0.12
49 Br -1.83 5.49 -1.33
50 H -4.33 6.65 -0.29
51 H -4.72 5.73 1.19
52 H -3.61 4.13 -0.29
53 H -2.39 4.56 0.92
54 Br 2.64 -1.55 -1.59
55 C 2.94 -2.09 -3.44
56 C 3.19 -0.88 -4.33
57 Br 1.52 0.04 -4.74
58 H 2.08 -2.68 -3.75
59 H 3.83 -2.73 -3.41
60 H 3.59 -1.19 -5.30
61 H 3.86 -0.15 -3.88
62 Br 8.25 5.20 -2.91
63 C 9.03 4.19 -4.38
64 C 9.16 5.04 -5.62
65 Br 7.44 5.26 -6.51
66 H 8.41 3.30 -4.53
67 H 10.02 3.88 -4.02
68 H 9.80 4.55 -6.36
69 H 9.54 6.05 -5.42
70 Br -9.41 -6.44 2.70
71 C -9.33 -5.46 4.39
72 C -10.56 -4.60 4.59
73 Br -10.47 -2.99 3.50
74 H -8.40 -4.89 4.38
75 H -9.27 -6.24 5.16
76 H -10.62 -4.25 5.62
77 H -11.49 -5.11 4.33
78 Br -5.30 -6.92 2.62
79 C -5.44 -8.62 1.67
80 C -6.09 -9.67 2.54
81 Br -4.84 -10.37 3.86
82 H -4.43 -8.88 1.35
83 H -6.06 -8.40 0.80
84 H -6.38 -10.54 1.94
85 H -6.97 -9.31 3.09
86 Br -2.34 1.65 -4.29
87 C -4.14 2.34 -4.02
88 C -4.40 2.63 -2.56
89 Br -4.74 1.00 -1.56
90 H -4.83 1.60 -4.44
91 H -4.19 3.26 -4.61
92 H -5.31 3.23 -2.44
93 H -3.57 3.15 -2.07
94 Br 3.86 5.19 2.53
95 C 2.58 6.38 1.68
96 C 1.96 5.75 0.45
97 Br 3.20 5.79 -1.06
98 H 3.10 7.32 1.47
99 H 1.81 6.57 2.44
100 H 1.09 6.31 0.12
101 H 1.68 4.70 0.60

Values from the calculation:
Frontier orbital gap in eV: 5.18